# 1
Entry from OMol25: a 6-piece molecular cluster, C2H16O6 overall at a distorted geometry (ωB97M-V with the def2-TZVPD basis set).

For the total energy, the calculation gives -536.7916 a.u. As for the charge: +1. As for the spin multiplicity: 2. The calculation puts the HOMO energy (alpha / beta) at -14.712 / -13.798 eV. The expectation value of S² is 0.755. As for the relative energy (zero: lowest compared OMol25 entry of this formula, charge and spin): 44.3 kcal/mol.

Each atom is followed by the atoms it is bonded to, with distances in Å.
Element x y z (Å)
1 C 0.01655 23.26117 -16.72882  O2 1.373, H3 1.090, H4 1.090, H5 1.090
2 O 0.56354 22.01067 -16.87653  C1 1.373, H6 0.960
3 H -0.13669 23.89979 -17.59875  C1 1.090
4 H -0.90721 22.99367 -16.21577  C1 1.090
5 H 0.65910 23.82885 -16.05579  C1 1.090
6 H 1.43290 21.93243 -17.27614  O2 0.960
7 C 2.38476 26.08140 -17.26897  O8 1.453, H9 1.090, H10 1.090, H11 1.090
8 O 1.42261 27.14719 -17.49103  C7 1.453, H12 0.960
9 H 3.31638 26.34483 -17.76975  C7 1.090
10 H 2.64259 25.96513 -16.21630  C7 1.090
11 H 1.87000 25.18244 -17.60806  C7 1.090
12 H 1.25160 27.18217 -18.43503  O8 0.960
13 O -3.95811 22.62544 -17.65163  H14 0.957, H15 0.957
14 H -4.40689 22.47015 -18.48272  O13 0.957
15 H -3.16989 22.08449 -17.69977  O13 0.957
16 O 3.03106 22.40246 -17.91149  H17 0.957, H18 0.957
17 H 3.05919 22.72045 -18.81390  O16 0.957
18 H 3.71274 22.90037 -17.46023  O16 0.957
19 O -1.72474 20.73885 -17.70312  H20 0.957, H21 0.957
20 H -1.71132 20.50095 -18.63018  O19 0.957
21 H -0.87313 21.14737 -17.54784  O19 0.957
22 O -0.50121 20.19044 -14.49382  H23 0.957, H24 0.957
23 H -0.10101 20.38334 -15.34168  O22 0.957
24 H -1.38140 19.88164 -14.70860  O22 0.957

***

# 2
Entry from OMol25: a 2-piece molecular cluster, C3H2S2 overall at a distorted geometry (ωB97M-V with the def2-TZVPD basis set).

For the total energy, the calculation gives -911.6382 a.u. As for the spin multiplicity: 3. The calculation puts the HOMO energy (alpha / beta) at -8.577 / -8.695 eV. The expectation value of S² is 2.035. As for the relative energy (zero: lowest compared OMol25 entry of this formula, charge and spin): 52.9 kcal/mol.

Each atom is followed by the atoms it is bonded to, with distances in Å.
Element x y z (Å)
1 C -0.53934 0.63535 -0.31875  C2 1.407, C3 1.363, H6 1.067
2 C -1.00329 -0.66423 -0.04307  C1 1.407, C3 1.825, S5 1.753, H7 1.080
3 C 0.65108 0.09837 0.07218  C1 1.363, C2 1.825, S5 1.764
4 S 3.22167 0.92633 0.24022  no bonds
5 S 0.44779 -1.61388 -0.29981  C2 1.753, C3 1.764
6 H -0.99378 1.60044 -0.28242  C1 1.067
7 H -1.78414 -0.98239 0.63165  C2 1.080